Entry 1:
DFT (wB97M-V/def2-TZVPD) results for a molecular structure, C34H29BrFeN7O.

Each line ends with the Mulliken spin population.
CARTESIAN COORDINATES (ANGSTROEM)
Fe  0.1759  -0.0476  -0.4122  0.00
C  1.1878  2.4302  -0.1793  0.00
C  0.1528  2.7747  -1.2551  0.00
C  -0.1795  1.7204  -2.3240  0.00
C  0.2225  1.9489  -3.6499  0.00
C  -0.4244  1.3011  -4.6786  0.00
C  -1.4501  0.4100  -4.3742  0.00
C  -1.7061  0.1448  -3.0501  0.00
N  -1.0946  0.7869  -2.0396  0.00
N  0.6141  1.4935  0.8338  0.00
C  1.6371  0.9259  1.7377  0.00
C  2.6578  0.1451  0.9612  0.00
C  3.9350  -0.0628  1.4485  0.00
C  4.8334  -0.7936  0.6897  0.00
C  4.4294  -1.2739  -0.5462  0.00
C  3.1410  -1.0161  -0.9680  0.00
N  2.2535  -0.3368  -0.2288  0.00
C  -0.4605  2.1473  1.6172  0.00
C  -1.7991  1.4712  1.4092  0.00
C  -2.9329  1.9039  2.0849  0.00
C  -4.1211  1.2272  1.8921  0.00
C  -4.1420  0.1310  1.0371  0.00
C  -2.9739  -0.2210  0.3978  0.00
N  -1.8229  0.4413  0.5692  0.00
H  1.5506  3.3485  0.2941  0.00
H  2.0471  1.9654  -0.6534  0.00
H  0.5096  3.6605  -1.7784  0.00
H  -0.7977  3.0436  -0.7910  0.00
H  0.9912  2.6815  -3.8617  0.00
H  -0.1638  1.5129  -5.7078  0.00
H  -2.0316  -0.0670  -5.1513  0.00
H  -2.4524  -0.5884  -2.7647  0.00
H  1.1265  0.2345  2.4100  0.00
H  2.1079  1.7029  2.3453  0.00
H  4.2213  0.3513  2.4063  0.00
H  5.8402  -0.9656  1.0478  0.00
H  5.1031  -1.8278  -1.1858  0.00
H  2.8096  -1.3523  -1.9404  0.00
H  -0.5183  3.2051  1.3597  0.00
H  -0.2103  2.0987  2.6778  0.00
H  -2.8786  2.7562  2.7505  0.00
H  -5.0204  1.5436  2.4038  0.00
H  -5.0481  -0.4342  0.8710  0.00
H  -2.9426  -1.0700  -0.2771  0.00
Br  7.3850  -5.3033  -2.5731  0.02
C  5.6062  -5.7532  -2.2014  0.18
C  4.8815  -6.5181  -3.1132  -0.08
C  3.5792  -6.8642  -2.8279  0.17
C  2.9807  -6.4244  -1.6332  -0.03
C  3.7272  -5.6556  -0.7164  0.16
C  5.0322  -5.3238  -1.0057  -0.09
N  1.6744  -6.7516  -1.4208  0.53
N  1.0108  -6.3679  -0.3994  0.14
C  0.4987  -5.1894  -0.2362  0.01
C  -0.0334  -4.9376  1.0919  0.01
C  -0.2541  -3.6932  1.5499  -0.01
C  -0.0276  -2.5686  0.6823  0.00
O  -0.0694  -1.3921  1.0724  -0.01
C  0.2435  -2.8214  -0.7513  0.00
N  0.2579  -1.7083  -1.5199  0.00
C  0.5957  -1.8485  -2.7933  0.00
C  0.8585  -3.0940  -3.3645  -0.01
C  0.8153  -4.2252  -2.5861  0.00
C  0.5245  -4.0924  -1.2189  0.00
H  5.3465  -6.8426  -4.0338  0.00
H  3.0012  -7.4739  -3.5105  0.00
H  3.2749  -5.3412  0.2155  0.01
H  5.6201  -4.7454  -0.3060  0.00
H  -0.1573  -5.7979  1.7378  0.00
H  -0.5681  -3.5043  2.5674  0.00
H  0.6528  -0.9418  -3.3833  0.00
H  1.1004  -3.1554  -4.4168  0.00
H  1.0015  -5.1968  -3.0203  0.01

Results
Frontier orbital gap (alpha / beta) in eV: 5.8 / 7.1
Net charge: +2
E_LUMO (alpha / beta) in eV: -6.74 / -6.71
2S+1: 2
Calculated total energy in eV: -152622.4275

---

Entry 2:
DFT (wB97M-V/def2-TZVPD) results for a molecular structure, C34H29O7S3.

Each line ends with the Löwdin charge.
CARTESIAN COORDINATES (ANGSTROEM)
C  1.8807  6.3555  1.6806  -0.08
O  1.3931  5.2799  2.5116  -0.11
C  0.7931  4.2072  1.9360  -0.29
C  0.5298  3.0958  2.7728  -0.01
C  0.0855  1.9090  2.2344  -0.04
C  -0.0567  1.7091  0.8436  -0.19
C  -0.3237  0.4301  0.2337  -0.14
C  0.0455  0.2381  -1.0861  -0.38
S  -1.1226  -0.4697  -2.2249  0.72
C  -2.1293  0.7444  -3.0924  -0.24
C  -3.4921  0.8341  -2.7714  -0.06
C  -4.3271  1.6919  -3.4869  -0.09
C  -3.8116  2.4624  -4.5345  -0.10
C  -2.4550  2.3703  -4.8581  -0.08
C  -1.6183  1.5070  -4.1457  -0.06
O  -0.3271  -1.1785  -3.2065  -0.31
O  -2.1050  -1.1804  -1.4297  -0.32
S  1.5102  0.9845  -1.8101  0.70
C  2.3529  -0.1755  -2.8849  -0.29
C  2.8708  0.2852  -4.0959  -0.06
C  3.5942  -0.5947  -4.9049  -0.09
C  3.8152  -1.9097  -4.4848  -0.10
C  3.2971  -2.3557  -3.2632  -0.07
C  2.5587  -1.4844  -2.4589  -0.06
O  1.0063  2.0127  -2.7134  -0.35
O  2.4369  1.3288  -0.7546  -0.29
C  0.0344  2.8915  0.0550  -0.04
C  0.4561  4.1073  0.5645  -0.01
H  2.3455  7.0377  2.3934  0.08
H  2.6265  5.9993  0.9547  0.10
H  1.0588  6.8616  1.1541  0.09
H  0.7020  3.2044  3.8411  0.11
H  -0.1907  1.1118  2.9113  0.06
H  -1.1184  -0.3472  0.6705  0.06
H  -3.8934  0.2242  -1.9660  0.11
H  -5.3834  1.7505  -3.2212  0.10
H  -4.4655  3.1332  -5.0956  0.10
H  -2.0380  2.9676  -5.6700  0.10
H  -0.5640  1.4394  -4.3970  0.10
H  2.6900  1.3149  -4.4013  0.11
H  3.9848  -0.2385  -5.8592  0.10
H  4.3932  -2.5923  -5.1106  0.10
H  3.4628  -3.3797  -2.9239  0.10
H  2.1431  -1.8081  -1.5058  0.11
H  -0.2839  2.8761  -0.9835  0.10
H  0.5522  4.9694  -0.0984  0.10
C  0.7416  -1.6875  6.7999  -0.09
C  -0.4811  -2.3457  6.6300  -0.08
C  -1.1519  -2.2738  5.4068  -0.06
C  -0.5894  -1.5552  4.3487  -0.25
S  -1.5942  -1.3545  2.8617  0.72
C  -0.5304  -1.3229  1.3672  -0.21
C  -0.6286  -2.6737  0.7147  -0.26
C  0.4652  -3.5456  0.6073  -0.04
C  0.3354  -4.7734  -0.0607  -0.10
C  -0.8804  -5.1336  -0.6474  -0.10
C  -1.9862  -4.2850  -0.5110  -0.07
C  -1.8626  -3.1037  0.2098  -0.08
O  -2.4584  -2.5105  2.8621  -0.32
O  -2.1692  -0.0248  2.8973  -0.31
C  0.6369  -0.9052  4.5074  -0.06
C  1.2973  -0.9687  5.7386  -0.08
H  1.2599  -1.7329  7.7589  0.10
H  -0.9224  -2.9134  7.4496  0.10
H  -2.1080  -2.7767  5.2667  0.11
H  0.4869  -1.0935  1.7008  0.10
H  1.4074  -3.2642  1.0854  0.11
H  1.1962  -5.4461  -0.1150  0.09
H  -0.9843  -6.0667  -1.2043  0.09
H  -2.9564  -4.5355  -0.9456  0.11
H  -2.7624  -2.5313  0.4130  0.11
H  1.0783  -0.3500  3.6812  0.10
H  2.2472  -0.4465  5.8592  0.10

Results
Frontier orbital gap in eV: 6.0
Net charge: -1
E_LUMO in eV: 2.62
2S+1: 1
Calculated total energy in eV: -82562.1419

---

Entry 3:
DFT (wB97M-V/def2-TZVPD) results for 6 unconnected molecules or ions with the total composition C34H30N8OS.

Each line ends with the Löwdin charge.
CARTESIAN COORDINATES (ANGSTROEM)
O  -2.2623  1.7146  0.3558  -0.04
C  -1.1622  1.8696  1.2864  -0.18
N  -0.0763  2.6731  0.8425  0.13
C  0.8880  2.7473  1.9105  -0.15
C  2.1693  3.6479  1.6373  -0.01
C  3.2829  3.8719  2.6814  -0.05
C  3.1572  3.1327  4.0828  -0.05
C  1.9404  2.2393  4.3855  0.00
C  0.8027  2.0586  3.2928  -0.15
N  -0.3179  1.2414  3.6770  0.13
C  -1.3143  1.1638  2.6627  -0.20
N  -2.5472  0.3716  2.9839  0.08
C  -2.0714  -0.8265  3.2670  -0.59
S  -1.6727  -2.2181  4.1017  0.73
H  -2.8797  2.4576  0.5855  0.13
H  2.2536  4.1748  0.6139  0.09
H  4.1584  4.5636  2.4213  0.09
H  3.9407  3.2670  4.9113  0.07
H  1.8257  1.7288  5.4002  0.10
N  -3.4678  0.5532  -4.8813  0.05
C  -4.7311  0.1064  -4.7761  -0.17
C  -5.4470  0.0907  -3.5899  -0.08
C  -4.8243  0.5596  -2.4414  -0.08
C  -3.5191  1.0253  -2.5205  -0.07
C  -2.8895  1.0030  -3.7546  -0.15
H  -5.1726  -0.2523  -5.6991  0.07
H  -6.4639  -0.2788  -3.5645  0.08
H  -5.3516  0.5622  -1.4931  0.10
H  -3.0028  1.3977  -1.6439  0.07
H  -1.8705  1.3595  -3.8680  0.08
N  1.3132  -5.0957  3.1017  0.06
C  1.9859  -6.2093  2.7686  -0.16
C  1.4544  -7.2294  1.9961  -0.08
C  0.1500  -7.0974  1.5420  -0.08
C  -0.5691  -5.9578  1.8728  -0.07
C  0.0534  -4.9924  2.6478  -0.17
H  3.0003  -6.2677  3.1498  0.10
H  2.0449  -8.1050  1.7560  0.10
H  -0.3020  -7.8751  0.9357  0.10
H  -1.5894  -5.8221  1.5359  0.10
H  -0.4663  -4.0816  2.9299  0.00
N  -6.9928  -2.0210  -5.5185  0.06
C  -8.2569  -2.4463  -5.3590  -0.14
C  -8.7575  -3.6075  -5.9251  -0.08
C  -7.9069  -4.3764  -6.7061  -0.08
C  -6.5962  -3.9600  -6.8894  -0.07
C  -6.1905  -2.7850  -6.2777  -0.14
H  -8.8842  -1.8099  -4.7429  0.10
H  -9.7862  -3.9031  -5.7600  0.10
H  -8.2619  -5.2916  -7.1674  0.10
H  -5.9053  -4.5354  -7.4931  0.10
H  -5.1740  -2.4198  -6.3883  0.10
N  6.4948  3.2172  6.0399  0.05
C  6.9409  4.4694  6.2346  -0.15
C  8.2674  4.8457  6.0993  -0.08
C  9.1923  3.8740  5.7458  -0.08
C  8.7599  2.5718  5.5401  -0.08
C  7.4111  2.2970  5.6968  -0.15
H  6.1808  5.1926  6.5125  0.10
H  8.5697  5.8720  6.2663  0.10
H  10.2403  4.1291  5.6313  0.11
H  9.4545  1.7884  5.2638  0.10
H  7.0240  1.2947  5.5434  0.10
N  0.6598  1.2655  -2.9869  0.06
C  1.1409  2.0618  -2.0168  -0.14
C  2.4224  2.5900  -2.0194  -0.07
C  3.2596  2.2773  -3.0809  -0.08
C  2.7885  1.4555  -4.0950  -0.08
C  1.4903  0.9803  -4.0029  -0.15
H  0.4479  2.2741  -1.2068  0.07
H  2.7575  3.2286  -1.2126  0.07
H  4.2700  2.6704  -3.1178  0.10
H  3.4150  1.1909  -4.9377  0.10
H  1.0749  0.3374  -4.7728  0.10

Results
Frontier orbital gap in eV: 7.7
Net charge: 0
E_LUMO in eV: -1.07
2S+1: 1
Calculated total energy in eV: -60540.3347